Below is 2 unconnected molecules or ions with the total composition C5H11NO2 at a distorted geometry, with properties calculated with wB97M-V/def2-TZVPD.

Results
Multiplicity: 1
Frontier orbital gap in eV: 5.2203
LUMO level in eV: -3.32
Maximum force in eV/A: 4.14
E in hartree: -402.075813
E_HOMO in eV: -8.54
M in u: 117.15
Energy above the lowest of the compared OMol25 structures with the same formula, charge and spin in kcal/mol: 189.7
Net charge: 0

CARTESIAN COORDINATES (ANGSTROEM)
O1 -2.2936 0.0168 -0.1375
C1 -1.3674 0.5616 -0.8514
N1 -0.4554 1.4369 -0.1851
C2 -0.2764 1.0167 1.1809
C3 -0.2030 -0.5190 1.2180
C4 0.6821 -0.9722 0.0916
C5 0.4530 -2.0751 -0.6053
H1 -1.8217 1.1059 -1.7044
H2 -0.6617 -0.2498 -1.2353
H3 -1.0374 1.4605 1.8234
H4 0.6955 1.3959 1.4956
H5 0.1260 -0.9037 2.1942
H6 -1.1630 -1.0584 1.1938
H7 1.5333 -0.2324 -0.0847
H8 -0.5155 -2.5645 -0.6559
H9 1.1579 -2.4669 -1.3286
H10 2.7292 1.3865 -1.1346
H11 0.4417 1.4922 -0.7018
O2 1.9764 1.1692 -0.5732

Forces on atoms 1 to 3 (eV/Å):
0.195 -0.001 -0.828
-1.919 2.615 2.565
-2.182 -2.037 -0.305